The following is a DFT calculation (wB97M-V/def2-TZVPD) of a molecular structure, C10H9Cl3N7O4PbS2.

Cartesian coordinates (Å):
Pb  -1.34296  0.01183  1.02203
N  -4.29912  0.26495  0.99647
N  -4.65625  1.51830  0.46563
C  -3.71762  2.43791  0.18945
N  -4.07281  3.62978  -0.23311
N  -2.44521  2.00096  0.38579
N  -1.36239  2.82285  0.24008
O  -0.30310  2.21361  0.52582
O  -1.40715  3.95933  -0.12330
H  -4.73192  -0.45556  0.42309
H  -4.69221  0.18840  1.93286
H  -5.63623  1.74974  0.37055
H  -5.04578  3.88500  -0.32857
H  -3.37109  4.32375  -0.44443
Cl  -1.83584  2.12074  6.46457
C  -0.29939  1.64899  5.75257
Cl  0.41804  0.28281  6.58908
Cl  0.81021  3.00170  5.61701
C  -0.59457  1.20042  4.36357
N  -0.81655  0.86633  3.28970
O  3.15912  -3.14996  0.70581
S  2.29909  -3.32812  -0.40304
O  1.52156  -4.47897  -0.67843
N  1.23824  -1.98731  -0.44714
C  1.45508  -1.24588  -1.47783
S  0.46443  0.14931  -1.73104
C  2.57255  -1.68087  -2.38594
C  3.05749  -1.13474  -3.53079
C  4.15714  -1.81881  -4.18129
C  4.72124  -3.01108  -3.65891
C  4.22728  -3.55124  -2.50349
C  3.14420  -2.87002  -1.87757
H  2.66441  -0.22796  -3.97289
H  4.55387  -1.40003  -5.09903
H  5.54130  -3.47663  -4.19018
H  4.62495  -4.45953  -2.06707

Output
* relative energy (zero: lowest compared OMol25 entry of this formula, charge and spin): 43.35 kJ/mol
* net charge: +3
* orbital gap (spin up / spin down): 5.818 / 4.863 eV

Atomic partial charges in e from the Löwdin method, atoms 1 to 6: atom 1 (Pb): 1.428, atom 2 (N): 0.020, atom 3 (N): 0.021, atom 4 (C): -0.354, atom 5 (N): 0.264, atom 6 (N): -0.037


The following is a DFT calculation (wB97M-V/def2-TZVPD) of a gas-phase ion, C3H8NO (charge -1).

Cartesian coordinates (Å):
C  0.57309  -1.08898  -0.47498
O  1.22532  -1.08457  -1.63447
C  -0.33229  0.20148  -0.26123
C  -0.81393  0.29619  1.20603
N  0.42750  1.40120  -0.63788
H  1.16507  -1.16259  0.48401
H  -0.13928  -1.96665  -0.36305
H  -1.20219  0.09834  -0.91033
H  -0.03446  0.64146  1.88823
H  -1.76670  0.80728  1.14130
H  -0.97545  -0.70914  1.61261
H  1.38768  1.14423  -0.39885
H  0.48563  1.42175  -1.65141

Output
* SMILES string: C[C@@H](N)C[O-]
* relative energy (zero: lowest compared OMol25 entry of this formula, charge and spin): 27.67 kJ/mol
* net charge: -1
* orbital gap: 6.853 eV

Atomic partial charges in e from the Löwdin method, atoms 1 to 6: atom 1 (C): -0.561, atom 2 (O): -0.355, atom 3 (C): -0.471, atom 4 (C): -0.116, atom 5 (N): -0.009, atom 6 (H): 0.074


The following is a DFT calculation (wB97M-V/def2-TZVPD) of a molecular structure, C15H26AsBrN4O2Pd.

Cartesian coordinates (Å):
Pd  -0.27822  -1.07000  -0.07881
O  -7.10522  0.38770  -0.16251
C  -5.76152  0.48260  -0.16761
C  -5.08922  1.69610  -0.33161
C  -3.70532  1.69430  -0.34341
N  -2.98632  0.59550  -0.18801
C  -3.63192  -0.53910  -0.01261
Br  -2.50552  -2.03430  0.27719
C  -5.00742  -0.67670  0.00419
H  -7.50662  1.25870  -0.28021
H  -5.64122  2.61810  -0.44411
H  -3.14882  2.61380  -0.47791
H  -5.48802  -1.63000  0.14399
C  3.33608  -3.14980  -1.24571
C  3.53198  -1.79080  -0.59051
As  2.03478  -1.21530  0.55549
C  2.89778  0.42050  1.24949
C  3.13688  1.44540  0.14339
C  2.22418  -2.42220  2.11209
C  1.26198  -3.59430  1.94449
H  4.14248  -3.36920  -1.94441
H  2.39638  -3.16550  -1.79791
H  3.31898  -3.94140  -0.49891
H  3.63808  -1.03130  -1.37021
H  4.43378  -1.77790  0.03359
H  3.83688  0.14890  1.74299
H  2.23518  0.85200  2.00629
H  4.00198  1.18500  -0.46441
H  3.30008  2.43630  0.56549
H  2.26858  1.48580  -0.51631
H  1.96478  -1.85680  3.01599
H  3.25808  -2.77140  2.21869
H  0.25358  -3.21600  1.72299
H  1.21288  -4.20130  2.84779
H  1.57078  -4.22970  1.11159
N  0.01388  4.74700  -1.79691
C  -0.11452  3.69170  -0.94421
C  -0.16332  2.36470  -1.42071
N  -0.32832  1.34910  -0.60311
C  -0.45472  1.62090  0.70439
C  -0.42932  2.92220  1.16449
N  -0.25732  3.95950  0.35279
H  0.43988  4.57590  -2.69161
H  0.19738  5.64170  -1.37271
H  -0.04982  2.15840  -2.47751
H  -0.59992  0.75970  1.36869
H  -0.53992  3.15970  2.21459
O  0.14848  -2.90280  -2.11001
H  0.08698  -2.09720  -1.51991
H  -0.35002  -3.58820  -1.64861

Output
* net charge: 0
* orbital gap: 7.201 eV

Atomic partial charges in e from the Löwdin method, atoms 1 to 6: atom 1 (Pd): -0.042, atom 2 (O): 0.080, atom 3 (C): -0.313, atom 4 (C): 0.002, atom 5 (C): -0.122, atom 6 (N): 0.018


The following is a DFT calculation (wB97M-V/def2-TZVPD) of CH2NP in the gas phase.

Cartesian coordinates (Å):
C  0.69016  0.10065  0.30818
N  -0.60205  -0.07373  -0.29827
P  -2.12417  -0.07088  -1.19912
H  1.02594  0.92179  0.96598
H  1.01011  -0.87783  0.22323

Output
* relative energy (zero: lowest compared OMol25 entry of this formula, charge and spin): 93.92 kJ/mol
* net charge: 0
* orbital gap (spin up / spin down): 7.384 / 8.285 eV
* multiplicity: 3

The Löwdin scheme yields these atomic charges, measured in e: atom 1 (C): -0.045, atom 2 (N): -0.523, atom 3 (P): 0.506, atom 4 (H): 0.058, atom 5 (H): 0.004


The following is a DFT calculation (wB97M-V/def2-TZVPD) of C8H8N2Se in the gas phase.

Cartesian coordinates (Å):
C  -2.81261  2.20251  -0.12972
C  0.31279  0.18353  -0.10934
C  -1.80113  1.29816  0.10248
C  -0.39786  1.33918  0.16876
C  -0.23797  -1.04968  -0.10505
C  -2.34995  -0.19874  -0.02788
C  0.31895  2.74800  0.21899
C  0.57151  -2.27309  -0.30373
N  -3.61798  3.00247  -0.36615
N  -1.59339  -1.24689  -0.07427
Se  -4.21885  -0.66849  0.11284
H  1.43014  0.19437  0.07513
H  0.78974  2.80265  1.20667
H  1.03600  2.82221  -0.69142
H  -0.52813  3.52007  0.16674
H  1.00121  -2.09159  -1.35929
H  1.51850  -2.48793  0.39144
H  -0.07246  -3.06987  -0.29735
H  -3.82740  -2.06708  -0.29382

Output
* SMILES string: Cc1cc(C)c(C#N)c([SeH])n1
* relative energy (zero: lowest compared OMol25 entry of this formula, charge and spin): 37.34 kJ/mol
* net charge: 0
* orbital gap: 8.526 eV

Atomic partial charges in e from the Löwdin method, atoms 1 to 6: atom 1 (C): -0.280, atom 2 (C): -0.042, atom 3 (C): -0.149, atom 4 (C): -0.205, atom 5 (C): -0.343, atom 6 (C): -0.556


Repeat the first record exactly.
The following is a DFT calculation (wB97M-V/def2-TZVPD) of a molecular structure, C10H9Cl3N7O4PbS2.

Cartesian coordinates (Å):
Pb  -1.34296  0.01183  1.02203
N  -4.29912  0.26495  0.99647
N  -4.65625  1.51830  0.46563
C  -3.71762  2.43791  0.18945
N  -4.07281  3.62978  -0.23311
N  -2.44521  2.00096  0.38579
N  -1.36239  2.82285  0.24008
O  -0.30310  2.21361  0.52582
O  -1.40715  3.95933  -0.12330
H  -4.73192  -0.45556  0.42309
H  -4.69221  0.18840  1.93286
H  -5.63623  1.74974  0.37055
H  -5.04578  3.88500  -0.32857
H  -3.37109  4.32375  -0.44443
Cl  -1.83584  2.12074  6.46457
C  -0.29939  1.64899  5.75257
Cl  0.41804  0.28281  6.58908
Cl  0.81021  3.00170  5.61701
C  -0.59457  1.20042  4.36357
N  -0.81655  0.86633  3.28970
O  3.15912  -3.14996  0.70581
S  2.29909  -3.32812  -0.40304
O  1.52156  -4.47897  -0.67843
N  1.23824  -1.98731  -0.44714
C  1.45508  -1.24588  -1.47783
S  0.46443  0.14931  -1.73104
C  2.57255  -1.68087  -2.38594
C  3.05749  -1.13474  -3.53079
C  4.15714  -1.81881  -4.18129
C  4.72124  -3.01108  -3.65891
C  4.22728  -3.55124  -2.50349
C  3.14420  -2.87002  -1.87757
H  2.66441  -0.22796  -3.97289
H  4.55387  -1.40003  -5.09903
H  5.54130  -3.47663  -4.19018
H  4.62495  -4.45953  -2.06707

Output
* relative energy (zero: lowest compared OMol25 entry of this formula, charge and spin): 43.35 kJ/mol
* net charge: +3
* orbital gap (spin up / spin down): 5.818 / 4.863 eV

Atomic partial charges in e from the Löwdin method, atoms 1 to 6: atom 1 (Pb): 1.428, atom 2 (N): 0.020, atom 3 (N): 0.021, atom 4 (C): -0.354, atom 5 (N): 0.264, atom 6 (N): -0.037


What did the third record say?
The following is a DFT calculation (wB97M-V/def2-TZVPD) of a molecular structure, C15H26AsBrN4O2Pd.

Cartesian coordinates (Å):
Pd  -0.27822  -1.07000  -0.07881
O  -7.10522  0.38770  -0.16251
C  -5.76152  0.48260  -0.16761
C  -5.08922  1.69610  -0.33161
C  -3.70532  1.69430  -0.34341
N  -2.98632  0.59550  -0.18801
C  -3.63192  -0.53910  -0.01261
Br  -2.50552  -2.03430  0.27719
C  -5.00742  -0.67670  0.00419
H  -7.50662  1.25870  -0.28021
H  -5.64122  2.61810  -0.44411
H  -3.14882  2.61380  -0.47791
H  -5.48802  -1.63000  0.14399
C  3.33608  -3.14980  -1.24571
C  3.53198  -1.79080  -0.59051
As  2.03478  -1.21530  0.55549
C  2.89778  0.42050  1.24949
C  3.13688  1.44540  0.14339
C  2.22418  -2.42220  2.11209
C  1.26198  -3.59430  1.94449
H  4.14248  -3.36920  -1.94441
H  2.39638  -3.16550  -1.79791
H  3.31898  -3.94140  -0.49891
H  3.63808  -1.03130  -1.37021
H  4.43378  -1.77790  0.03359
H  3.83688  0.14890  1.74299
H  2.23518  0.85200  2.00629
H  4.00198  1.18500  -0.46441
H  3.30008  2.43630  0.56549
H  2.26858  1.48580  -0.51631
H  1.96478  -1.85680  3.01599
H  3.25808  -2.77140  2.21869
H  0.25358  -3.21600  1.72299
H  1.21288  -4.20130  2.84779
H  1.57078  -4.22970  1.11159
N  0.01388  4.74700  -1.79691
C  -0.11452  3.69170  -0.94421
C  -0.16332  2.36470  -1.42071
N  -0.32832  1.34910  -0.60311
C  -0.45472  1.62090  0.70439
C  -0.42932  2.92220  1.16449
N  -0.25732  3.95950  0.35279
H  0.43988  4.57590  -2.69161
H  0.19738  5.64170  -1.37271
H  -0.04982  2.15840  -2.47751
H  -0.59992  0.75970  1.36869
H  -0.53992  3.15970  2.21459
O  0.14848  -2.90280  -2.11001
H  0.08698  -2.09720  -1.51991
H  -0.35002  -3.58820  -1.64861

Output
* net charge: 0
* orbital gap: 7.201 eV

Atomic partial charges in e from the Löwdin method, atoms 1 to 6: atom 1 (Pd): -0.042, atom 2 (O): 0.080, atom 3 (C): -0.313, atom 4 (C): 0.002, atom 5 (C): -0.122, atom 6 (N): 0.018


Please write out number 3 again, unchanged.
The following is a DFT calculation (wB97M-V/def2-TZVPD) of a molecular structure, C15H26AsBrN4O2Pd.

Cartesian coordinates (Å):
Pd  -0.27822  -1.07000  -0.07881
O  -7.10522  0.38770  -0.16251
C  -5.76152  0.48260  -0.16761
C  -5.08922  1.69610  -0.33161
C  -3.70532  1.69430  -0.34341
N  -2.98632  0.59550  -0.18801
C  -3.63192  -0.53910  -0.01261
Br  -2.50552  -2.03430  0.27719
C  -5.00742  -0.67670  0.00419
H  -7.50662  1.25870  -0.28021
H  -5.64122  2.61810  -0.44411
H  -3.14882  2.61380  -0.47791
H  -5.48802  -1.63000  0.14399
C  3.33608  -3.14980  -1.24571
C  3.53198  -1.79080  -0.59051
As  2.03478  -1.21530  0.55549
C  2.89778  0.42050  1.24949
C  3.13688  1.44540  0.14339
C  2.22418  -2.42220  2.11209
C  1.26198  -3.59430  1.94449
H  4.14248  -3.36920  -1.94441
H  2.39638  -3.16550  -1.79791
H  3.31898  -3.94140  -0.49891
H  3.63808  -1.03130  -1.37021
H  4.43378  -1.77790  0.03359
H  3.83688  0.14890  1.74299
H  2.23518  0.85200  2.00629
H  4.00198  1.18500  -0.46441
H  3.30008  2.43630  0.56549
H  2.26858  1.48580  -0.51631
H  1.96478  -1.85680  3.01599
H  3.25808  -2.77140  2.21869
H  0.25358  -3.21600  1.72299
H  1.21288  -4.20130  2.84779
H  1.57078  -4.22970  1.11159
N  0.01388  4.74700  -1.79691
C  -0.11452  3.69170  -0.94421
C  -0.16332  2.36470  -1.42071
N  -0.32832  1.34910  -0.60311
C  -0.45472  1.62090  0.70439
C  -0.42932  2.92220  1.16449
N  -0.25732  3.95950  0.35279
H  0.43988  4.57590  -2.69161
H  0.19738  5.64170  -1.37271
H  -0.04982  2.15840  -2.47751
H  -0.59992  0.75970  1.36869
H  -0.53992  3.15970  2.21459
O  0.14848  -2.90280  -2.11001
H  0.08698  -2.09720  -1.51991
H  -0.35002  -3.58820  -1.64861

Output
* net charge: 0
* orbital gap: 7.201 eV

Atomic partial charges in e from the Löwdin method, atoms 1 to 6: atom 1 (Pd): -0.042, atom 2 (O): 0.080, atom 3 (C): -0.313, atom 4 (C): 0.002, atom 5 (C): -0.122, atom 6 (N): 0.018